1.
An isolated molecule of C6H14. Source: the OMol25 dataset; level of theory: ωB97M-V/def2-TZVPD.

SMILES: CCCCCC
HOMO level in Eh: -0.4031
HOMO-LUMO gap in Ha: 0.4503
Total charge: 0
Energy above the lowest of the compared OMol25 structures with the same formula, charge and spin in kcal/mol: 1.8
Electronic energy in Ha: -237.00858

XYZ file:
```
20
Properties=species:S:1:pos:R:3:forces:R:3
C -2.215 1.673 -1.633 -0.1 0.0 0.0
C -0.793 1.270 -1.241 0.1 0.0 0.0
C -0.739 0.131 -0.221 0.0 0.0 0.0
C 0.690 -0.216 0.191 0.0 0.0 0.0
C 0.791 -1.295 1.268 -0.1 0.0 0.0
C 2.240 -1.607 1.633 0.1 0.0 0.0
H -2.669 0.942 -2.312 0.1 0.1 0.1
H -2.860 1.742 -0.749 0.1 0.0 -0.1
H -2.235 2.647 -2.134 0.0 -0.2 0.0
H -0.226 0.983 -2.138 -0.1 0.0 0.1
H -0.266 2.137 -0.819 -0.1 -0.1 0.0
H -1.237 -0.762 -0.628 0.1 0.1 0.0
H -1.313 0.423 0.671 0.1 0.0 -0.1
H 1.189 0.696 0.553 -0.1 -0.1 -0.1
H 1.256 -0.540 -0.696 -0.1 0.0 0.1
H 0.245 -0.966 2.164 0.1 0.0 -0.1
H 0.289 -2.209 0.921 0.1 0.1 0.0
H 2.793 -1.968 0.757 -0.1 0.0 0.1
H 2.308 -2.373 2.413 0.0 0.1 -0.1
H 2.752 -0.708 1.998 -0.1 -0.1 0.0
```
Forces are in eV/Å.

=====

2.
A structure of composition C6H14AgMgO4 in a non-equilibrium geometry. Source: the OMol25 dataset; level of theory: ωB97M-V/def2-TZVPD.

HOMO level (alpha / beta) in Eh: -0.6739 / -0.7350
Spin multiplicity: 3
HOMO-LUMO gap (alpha / beta) in Ha: 0.1731 / 0.2254
Total charge: +3
Expectation value of S²: 2.007
Electronic energy in Ha: -883.67135

XYZ file:
```
26
Properties=species:S:1:pos:R:3:forces:R:3
O -3.444 0.227 -0.284 0.9 1.6 3.1
Mg -5.262 0.535 0.192 0.4 -0.2 -0.2
C -2.912 -0.190 -1.524 5.6 0.5 -1.0
H -2.539 -1.223 -1.546 -1.3 -0.2 0.2
H -1.651 0.270 -1.421 -4.2 -0.7 -1.5
H -3.534 0.093 -2.379 0.5 0.1 0.2
O -0.180 0.684 -0.607 -1.2 1.8 1.1
C -0.626 1.204 0.569 0.3 0.0 -1.3
C 0.273 1.027 1.768 -0.4 0.3 0.4
O 1.060 -0.141 1.523 -0.9 -0.3 0.8
C 2.198 -0.358 2.350 1.1 0.1 0.6
C 2.927 -1.538 1.751 -0.1 -0.4 0.6
O 3.048 -1.315 0.338 0.8 0.1 0.1
C 3.926 -2.239 -0.311 0.7 -0.8 -0.5
Ag 1.499 -0.295 -0.471 0.5 -0.6 -0.9
H -2.433 0.686 0.320 -1.7 -1.0 -0.9
H -1.023 2.228 0.498 -0.3 -0.3 -0.2
H -0.297 0.912 2.700 0.2 0.0 -0.1
H 0.949 1.891 1.893 -0.2 -0.1 -0.2
H 1.893 -0.583 3.380 -0.1 0.0 -0.2
H 2.829 0.543 2.348 -0.2 -0.2 0.0
H 2.373 -2.474 1.910 0.1 0.2 0.0
H 3.928 -1.625 2.193 -0.2 0.0 -0.1
H 3.902 -2.025 -1.383 0.1 0.0 0.2
H 4.944 -2.103 0.074 -0.2 0.0 -0.1
H 3.588 -3.267 -0.124 0.1 0.2 -0.1
```
Forces are in eV/Å.

=====

3.
A structure of composition C6H14AgN4O9 in a non-equilibrium geometry. Source: the OMol25 dataset; level of theory: ωB97M-V/def2-TZVPD.

HOMO level (alpha / beta) in Eh: 0.0511 / 0.0575
Spin multiplicity: 2
HOMO-LUMO gap (alpha / beta) in Ha: 0.1215 / 0.1152
Total charge: -2
Expectation value of S²: 0.758
Energy above the lowest of the compared OMol25 structures with the same formula, charge and spin in kcal/mol: 69.0
Electronic energy in Ha: -1280.07408

XYZ file:
```
34
Properties=species:S:1:pos:R:3:forces:R:3
Ag 1.107 32.639 -1.945 1.0 1.7 -1.4
C -1.355 33.784 -1.630 -0.3 1.2 -0.6
O -0.970 32.922 -0.879 1.5 -6.8 6.8
O -2.327 34.450 -1.406 -5.8 3.7 1.1
O -0.625 33.967 -2.582 3.5 1.9 -6.3
C 3.340 32.911 -3.695 4.3 3.7 -1.8
O 3.357 32.383 -2.609 0.5 -3.8 5.8
O 2.236 33.211 -4.100 -3.9 0.8 -2.8
O 4.457 33.359 -4.155 -0.7 -0.8 -0.9
C 2.164 35.034 1.433 2.4 0.1 0.7
C 2.797 34.579 0.091 -2.0 1.5 0.9
O 1.674 34.657 -0.749 0.2 -0.9 -1.5
H 1.867 36.079 1.335 -0.4 -0.1 0.0
H 2.947 35.061 2.191 0.3 0.1 0.4
H 1.390 34.404 1.871 -0.2 -0.1 -0.8
H 3.300 33.614 0.134 -0.7 -0.3 -0.3
H 3.488 35.292 -0.358 0.7 0.2 0.7
H 1.017 35.296 -0.464 0.0 -0.2 0.1
C 0.912 30.806 0.849 -1.3 4.3 -2.3
O 1.511 31.395 -0.020 1.2 -0.4 -0.8
N -0.277 31.141 1.260 -2.8 1.2 0.3
N 1.406 29.879 1.542 4.3 -6.3 4.2
H -0.732 30.756 2.076 0.0 0.1 -0.7
H -0.691 31.748 0.567 -1.4 1.4 -0.3
H 2.375 29.687 1.331 0.0 0.0 0.3
H 1.164 29.921 2.521 0.2 -0.4 -0.1
C 0.137 29.567 -2.682 -0.6 3.6 -0.6
O 0.345 30.757 -2.658 -0.2 -1.8 -0.8
N 0.975 28.620 -2.275 1.9 -1.3 1.1
N -0.984 29.028 -3.157 -1.6 -2.1 -0.4
H 1.946 28.894 -2.319 0.0 -0.5 0.3
H 0.624 27.673 -2.303 1.1 0.1 0.1
H -1.749 29.480 -3.638 0.5 0.1 0.4
H -0.837 28.031 -3.099 -1.7 0.1 -0.9
```
Forces are in eV/Å.

=====

4.
The ion C6H14BN2O3 with charge +1 in a non-equilibrium geometry. Source: the OMol25 dataset; level of theory: ωB97M-V/def2-TZVPD.

SMILES: CC(=O)[C@@]1([NH3+])CCCN1B(O)O
HOMO level in Eh: -0.4859
HOMO-LUMO gap in Ha: 0.3753
Total charge: +1
Energy above the lowest of the compared OMol25 structures with the same formula, charge and spin in kcal/mol: 0.0
Electronic energy in Ha: -596.97051

XYZ file:
```
26
Properties=species:S:1:pos:R:3:forces:R:3
B 1.994 0.317 0.106 0.1 -2.6 -2.2
C -1.065 1.501 0.384 -0.3 -2.0 -1.2
C -0.787 -2.105 -0.657 1.3 -2.2 -1.9
C -1.571 -0.843 -0.574 1.4 1.4 -0.2
C 0.629 -1.602 -1.125 -1.8 2.0 -1.1
C -0.589 -0.004 0.277 1.8 1.4 -1.8
C -0.612 2.492 -0.548 -1.1 -0.2 -1.9
N 0.802 -0.340 -0.346 -3.9 0.7 1.4
N -0.640 -0.339 1.729 -3.2 1.6 -0.2
O -1.969 1.679 1.149 -0.6 0.3 1.2
O 3.091 -0.096 -0.598 -3.0 -0.6 -0.2
O 1.857 1.054 1.210 1.0 1.3 1.8
H -0.664 -2.530 0.351 -0.2 -0.3 -0.3
H -1.180 -2.947 -1.359 0.5 1.6 1.3
H -1.809 -0.328 -1.531 0.5 -0.4 0.5
H -2.462 -0.900 -0.053 -2.0 -0.4 1.0
H 1.464 -2.185 -0.902 1.0 -1.4 0.1
H 0.586 -1.378 -2.241 0.2 -0.3 1.3
H -1.480 2.851 -1.146 0.6 -0.4 0.2
H 0.204 2.178 -1.146 0.6 -0.3 -0.7
H -0.345 3.304 0.012 0.9 2.4 1.4
H -1.580 0.149 2.161 2.8 -0.3 -1.2
H 0.257 -0.001 2.017 0.7 0.0 1.4
H -0.846 -1.283 1.798 0.5 -2.6 0.7
H 3.976 0.108 -0.552 2.8 1.0 0.6
H 2.739 1.249 1.582 -0.7 0.3 0.0
```
Forces are in eV/Å.

=====

5.
The ion C6H14BrN2 with charge +1 in a non-equilibrium geometry. Source: the OMol25 dataset; level of theory: ωB97M-V/def2-TZVPD.

SMILES: CCN1CC[NH2+][C@]1(C)Br
HOMO level in Eh: -0.4785
HOMO-LUMO gap in Ha: 0.3433
Total charge: +1
Energy above the lowest of the compared OMol25 structures with the same formula, charge and spin in kcal/mol: 54.4
Electronic energy in Ha: -2920.20492

XYZ file:
```
23
Properties=species:S:1:pos:R:3:forces:R:3
C -1.144 0.818 -0.079 -1.3 -0.4 -1.7
C -2.087 -0.370 -0.466 0.6 3.4 -3.3
C 0.037 -1.076 0.099 6.7 -2.2 0.5
C 1.485 -1.984 -0.631 -3.4 3.2 -0.1
C 1.246 1.965 1.430 -1.8 2.6 1.4
C 1.276 1.035 0.210 3.8 0.9 0.1
N 0.172 0.244 -0.134 -3.1 -1.2 -0.3
N -1.271 -1.566 -0.187 -2.9 1.1 2.4
Br 0.130 -1.380 2.303 -0.1 -0.2 -1.0
H -1.315 1.586 -0.825 0.4 0.3 -0.2
H -1.406 1.255 0.828 -0.2 0.5 2.0
H -3.007 -0.333 0.049 -0.9 -0.4 0.6
H -2.285 -0.157 -1.607 0.3 -1.4 2.1
H 1.138 -2.980 -0.887 0.4 0.0 0.1
H 2.188 -1.873 0.157 0.7 -0.5 0.5
H 1.756 -1.296 -1.512 -0.5 -1.4 1.2
H 0.926 1.569 2.415 0.4 -0.4 -0.8
H 2.160 2.557 1.638 0.1 -1.1 -0.6
H 0.551 2.901 1.348 0.6 -1.8 -0.5
H 1.456 1.653 -0.661 0.1 0.5 -0.2
H 2.240 0.431 0.250 -1.5 0.3 0.1
H -1.732 -1.937 0.689 1.2 -0.1 -0.7
H -1.412 -2.227 -0.886 0.5 -1.7 -1.8
```
Forces are in eV/Å.

=====

6.
A structure of composition C6H14Cl2N2P in a non-equilibrium geometry. Source: the OMol25 dataset; level of theory: ωB97M-V/def2-TZVPD.

HOMO level (alpha / beta) in Eh: -0.4287 / -0.4287
HOMO-LUMO gap (alpha / beta) in Ha: 0.2932 / 0.2933
Total charge: +1
Energy above the lowest of the compared OMol25 structures with the same formula, charge and spin in kcal/mol: 38.6
Electronic energy in Ha: -1607.91175

XYZ file:
```
25
Properties=species:S:1:pos:R:3:forces:R:3
C 1.199 1.251 -1.344 -1.0 -0.4 1.9
C 1.601 -0.117 -0.932 -0.6 -3.4 -0.6
C 2.048 0.174 1.467 1.4 -0.3 -0.1
C 0.925 -1.814 0.800 0.6 -1.3 -2.5
C -3.572 0.318 -0.070 -2.6 -1.6 -0.5
C -2.461 -0.586 -0.562 1.0 1.0 3.7
N 0.085 1.635 -0.530 -2.2 2.8 1.3
N 1.123 -0.418 0.472 -0.9 1.7 -0.5
P -0.580 0.646 0.645 -0.6 -1.4 -1.3
Cl -2.860 1.881 0.165 -0.4 1.5 0.2
Cl -2.593 -2.270 -0.241 -0.2 -0.4 0.3
H 1.996 1.776 -1.029 2.9 2.6 1.0
H 1.077 1.542 -2.328 -0.5 -0.5 -2.4
H 1.074 -0.921 -1.545 1.1 0.9 0.5
H 2.714 -0.207 -0.880 -1.0 -0.3 -0.6
H 1.909 -0.277 2.454 0.4 -0.5 -0.4
H 3.136 0.176 1.079 -1.8 -0.2 0.9
H 1.716 1.152 1.665 0.0 1.7 -0.2
H 0.670 -1.863 1.791 0.0 -0.3 2.7
H 0.069 -2.287 0.341 -0.2 0.3 -0.9
H 1.821 -2.394 0.511 -0.3 0.2 0.6
H -4.509 0.431 -0.765 2.0 -0.2 0.7
H -4.067 -0.073 0.841 0.8 0.4 -0.1
H -2.301 -0.445 -1.545 1.0 0.5 -3.3
H -0.221 2.691 -0.461 1.0 -3.0 -0.5
```
Forces are in eV/Å.